(1)
Below is one molecule with the formula C2H4N2O2 in a non-equilibrium geometry, with properties calculated with ωB97M-V with the def2-TZVPD basis set.

Output
* total charge: 0
* LUMO level: 0.164 eV
* gap between HOMO and LUMO: 9.61 eV
* DFT total energy: -338.35003 hartree
* SMILES string: C=NO/C=N\O
* 2S+1: 1

XYZ file:
```
10
C2H4N2O2 ωB97M-V with the def2-TZVPD basis set
C -1.514 -0.008 0.462
N -1.311 -0.777 -0.514
O 0.056 -0.195 -1.011
C 0.638 0.787 -0.472
N 1.852 0.422 0.016
O 2.232 -0.926 0.145
H -2.581 -0.403 0.940
H -0.902 0.739 1.203
H 0.194 1.656 -0.472
H 1.336 -1.296 -0.297
```

***

(2)
Below is C5H8O2 as an isolated structure in a non-equilibrium geometry, with properties calculated with ωB97M-V with the def2-TZVPD basis set.

Output
* total charge: 0
* LUMO level: 0.402 eV
* gap between HOMO and LUMO: 9.71 eV
* DFT total energy: -345.66173 hartree
* 2S+1: 1

XYZ file:
```
15
C5H8O2 ωB97M-V with the def2-TZVPD basis set
C -1.546 -0.995 0.568
C -0.299 -0.159 0.769
C 1.021 -0.632 0.374
O 1.443 -0.296 -1.399
C 1.551 0.553 -0.333
C 0.159 1.224 -0.236
O -0.433 1.294 -1.454
H -1.379 -2.075 0.583
H -1.944 -0.764 -0.417
H -2.331 -0.779 1.290
H -0.296 0.426 1.692
H 1.427 -1.628 0.343
H 2.487 1.078 -0.181
H 0.030 2.146 0.337
H 0.109 0.606 -1.937
```

***

(3)
Below is a 12-piece molecular cluster, C51H126Br3N11O6 overall in a non-equilibrium geometry, with properties calculated with ωB97M-V with the def2-TZVPD basis set.

Output
* total charge: +6
* LUMO level: -10.017 eV
* gap between HOMO and LUMO: 7.12 eV
* DFT total energy: -10792.47600 hartree
* 2S+1: 1

XYZ file:
```
197
C51H126Br3N11O6 ωB97M-V with the def2-TZVPD basis set
C 0.305 3.915 -0.520
C 1.106 3.046 0.424
N 0.468 1.789 0.821
C -0.563 1.583 1.714
C -0.875 0.264 1.658
N 0.058 -0.328 0.835
C 0.844 0.610 0.335
C 0.115 -1.755 0.599
H -0.690 4.142 -0.132
H 0.208 3.374 -1.463
H 0.795 4.870 -0.700
H 1.454 3.543 1.335
H 2.072 2.793 -0.021
H -1.079 2.383 2.217
H -1.575 -0.303 2.254
H 1.585 0.399 -0.416
H -0.812 -2.235 0.912
H 0.979 -2.184 1.109
H 0.225 -1.941 -0.473
C 4.709 1.239 -1.065
C 4.821 -0.111 -1.768
N 6.065 -0.786 -1.368
C 6.304 -1.325 -0.124
C 7.511 -1.919 -0.178
N 7.991 -1.751 -1.459
C 7.106 -1.041 -2.144
C 9.248 -2.251 -2.022
H 4.100 1.906 -1.679
H 5.675 1.733 -0.947
H 4.250 1.139 -0.080
H 4.844 -0.009 -2.848
H 3.966 -0.703 -1.453
H 5.568 -1.228 0.663
H 8.069 -2.501 0.534
H 7.219 -0.749 -3.176
H 9.789 -1.429 -2.479
H 9.027 -3.016 -2.767
H 9.843 -2.761 -1.271
C -4.196 -3.689 -0.617
C -4.920 -4.998 -0.978
C -5.490 -5.734 0.246
C -4.479 -6.043 1.325
N -5.096 -6.524 2.610
C -5.699 -5.326 3.366
C -5.024 -5.278 4.725
C -4.578 -6.724 4.956
C -4.109 -7.118 3.570
C -6.191 -7.500 2.368
H -4.889 -3.061 -0.054
H -3.864 -3.139 -1.497
H -3.315 -3.946 -0.032
H -4.186 -5.603 -1.528
H -5.748 -4.819 -1.663
H -5.892 -6.660 -0.160
H -6.276 -5.092 0.652
H -3.794 -5.242 1.601
H -3.867 -6.892 0.993
H -6.771 -5.490 3.431
H -5.555 -4.375 2.851
H -5.688 -4.917 5.507
H -4.162 -4.606 4.722
H -5.457 -7.296 5.265
H -3.804 -6.882 5.701
H -3.956 -8.175 3.369
H -3.179 -6.569 3.383
H -5.742 -8.350 1.851
H -6.985 -7.072 1.768
H -6.616 -7.858 3.302
C -0.441 -4.755 4.004
N 0.528 -4.023 4.855
C 1.901 -4.348 4.356
C 0.293 -2.548 4.764
C 0.316 -4.502 6.288
C 1.229 -3.889 7.331
O 2.559 -4.305 7.252
H -0.057 -5.769 3.904
H -0.568 -4.266 3.043
H -1.423 -4.778 4.472
H 2.116 -5.383 4.603
H 2.590 -3.605 4.735
H 1.935 -4.261 3.270
H 1.120 -2.041 5.251
H -0.657 -2.334 5.246
H 0.319 -2.277 3.713
H 0.470 -5.578 6.189
H -0.725 -4.291 6.530
H 0.749 -4.041 8.306
H 1.273 -2.800 7.257
H 2.662 -5.256 7.356
C -3.427 2.339 -4.348
N -3.003 0.888 -4.303
C -4.228 0.115 -4.700
C -1.917 0.653 -5.287
C -2.481 0.476 -2.934
C -3.500 0.235 -1.860
O -4.396 1.356 -1.767
H -3.270 2.655 -5.380
H -2.751 2.985 -3.791
H -4.454 2.399 -4.023
H -3.932 -0.919 -4.851
H -4.501 0.497 -5.685
H -5.041 0.317 -4.014
H -2.288 0.887 -6.285
H -1.615 -0.391 -5.279
H -1.058 1.282 -5.063
H -1.784 1.259 -2.639
H -1.873 -0.404 -3.144
H -2.946 0.117 -0.924
H -4.127 -0.643 -2.007
H -4.874 1.296 -0.933
C -7.325 5.358 -1.271
N -6.003 5.701 -1.945
C -5.812 7.184 -1.904
C -4.969 5.082 -1.079
C -5.965 5.094 -3.320
C -6.712 5.882 -4.375
O -8.105 5.938 -4.101
H -8.140 5.745 -1.870
H -7.342 5.830 -0.291
H -7.368 4.276 -1.195
H -4.846 7.433 -2.330
H -5.900 7.462 -0.857
H -6.645 7.645 -2.426
H -4.942 5.577 -0.114
H -3.987 5.308 -1.516
H -5.044 3.999 -1.103
H -6.282 4.056 -3.243
H -4.916 5.113 -3.635
H -6.611 5.318 -5.311
H -6.308 6.871 -4.591
H -8.422 6.831 -4.276
C 1.843 10.257 -1.494
N 3.065 9.948 -2.282
C 3.057 10.728 -3.566
C 4.276 10.423 -1.502
C 3.122 8.494 -2.693
C 3.059 7.463 -1.576
O 4.138 7.640 -0.693
H 1.000 9.726 -1.934
H 1.633 11.323 -1.524
H 1.985 9.951 -0.461
H 4.022 10.684 -4.059
H 2.796 11.753 -3.305
H 2.278 10.402 -4.253
H 5.123 10.329 -2.173
H 4.397 9.848 -0.595
H 4.062 11.455 -1.232
H 4.065 8.391 -3.231
H 2.318 8.314 -3.403
H 3.174 6.499 -2.097
H 2.047 7.351 -1.164
H 4.384 6.796 -0.304
C 3.412 1.560 5.069
N 4.652 2.352 4.706
C 5.081 1.792 3.377
C 4.291 3.787 4.579
C 5.712 2.166 5.747
C 7.134 2.465 5.353
O 7.599 1.403 4.507
H 3.103 2.009 6.018
H 3.731 0.557 5.331
H 2.688 1.660 4.275
H 4.276 1.996 2.663
H 5.147 0.716 3.444
H 5.946 2.324 2.998
H 5.113 4.289 4.076
H 4.015 4.150 5.563
H 3.412 3.888 3.941
H 5.616 1.211 6.261
H 5.474 2.875 6.550
H 7.784 2.525 6.224
H 7.226 3.418 4.818
H 8.550 1.313 4.629
C 1.432 -6.520 -5.880
N 1.052 -6.765 -4.436
C -0.394 -6.595 -4.211
C 1.477 -8.140 -4.003
C 1.843 -5.795 -3.573
C 1.280 -4.383 -3.404
O 2.413 -3.625 -3.026
H 1.272 -5.454 -6.022
H 0.790 -7.141 -6.496
H 2.484 -6.751 -6.014
H -0.706 -5.558 -4.202
H -0.635 -7.002 -3.230
H -0.920 -7.146 -4.988
H 1.095 -8.294 -3.001
H 2.556 -8.195 -4.096
H 1.005 -8.859 -4.672
H 2.905 -5.785 -3.803
H 1.788 -6.259 -2.584
H 0.507 -4.311 -2.632
H 0.853 -3.981 -4.334
H 2.181 -2.682 -3.014
Br 1.324 -0.287 -3.190
Br 3.559 -1.760 2.387
Br -3.252 -2.412 3.189
```

***

(4)
Below is a 2-piece molecular cluster, C9H14N3OS overall in a non-equilibrium geometry, with properties calculated with ωB97M-V with the def2-TZVPD basis set.

Output
* total charge: +1
* LUMO level (alpha / beta): -6.583 / -4.830 eV
* gap between HOMO and LUMO (alpha / beta): 4.84 / 6.75 eV
* DFT total energy: -988.61057 hartree
* 2S+1: 1

XYZ file:
```
28
C9H14N3OS ωB97M-V with the def2-TZVPD basis set
C 3.405 -2.382 0.514
C 2.890 -1.085 0.291
C 2.817 -3.362 -0.253
C 1.759 -0.844 -0.462
C 1.660 -3.148 -1.008
C 1.140 -1.878 -1.126
C -1.383 1.754 0.421
C -2.821 2.643 -1.297
C -1.631 -1.396 1.869
N -0.920 3.026 0.669
N -2.095 1.552 -0.730
N -1.163 0.735 1.140
O -1.508 -0.474 0.722
S -0.450 -1.679 -1.662
H 4.287 -2.616 1.180
H 3.572 -0.279 0.587
H 3.184 -4.331 -0.442
H 1.488 0.216 -0.664
H 1.323 -3.848 -1.718
H -3.353 3.092 -0.537
H -2.102 3.394 -1.808
H -3.488 2.233 -1.989
H -0.795 -1.465 2.454
H -1.649 -2.501 1.559
H -2.498 -1.084 2.464
H -0.873 3.604 -0.111
H -0.553 3.285 1.515
H -2.474 0.633 -0.627
```

***

(5)
Below is C48H38ClFIrNOP2 as an isolated structure, with properties calculated with ωB97M-V with the def2-TZVPD basis set.

Output
* total charge: +2
* LUMO level: -7.520 eV
* gap between HOMO and LUMO: 4.99 eV
* DFT total energy: -3328.52059 hartree
* 2S+1: 1

XYZ file:
```
93
C48H38ClFIrNOP2 ωB97M-V with the def2-TZVPD basis set
Ir -0.152 -0.418 1.248
O -0.595 -1.964 2.618
C -0.532 -1.642 3.996
C -0.197 -2.558 4.980
C -0.199 -2.142 6.305
C -0.501 -0.834 6.653
C -0.760 0.084 5.652
C -0.776 -0.312 4.315
P -0.894 0.879 2.963
C -2.490 1.712 2.941
C -3.454 1.524 3.927
C -4.668 2.194 3.847
C -4.925 3.046 2.784
C -3.971 3.227 1.789
C -2.762 2.557 1.863
C 0.297 2.173 3.484
C 1.599 1.767 3.793
C 2.567 2.701 4.118
C 2.251 4.057 4.141
C 0.963 4.466 3.845
C -0.013 3.527 3.515
C -0.671 -3.306 2.184
C -1.420 -4.251 2.867
C -1.386 -5.565 2.431
C -0.630 -5.936 1.324
C 0.015 -4.961 0.588
C -0.030 -3.627 0.995
P 0.346 -2.251 -0.106
C 2.008 -2.551 -0.808
C 2.975 -3.247 -0.079
C 4.263 -3.402 -0.577
C 4.601 -2.859 -1.808
C 3.649 -2.156 -2.541
C 2.363 -2.000 -2.044
C -0.792 -2.509 -1.500
C -2.049 -1.909 -1.431
C -2.999 -2.155 -2.414
C -2.698 -3.001 -3.470
C -1.451 -3.609 -3.543
C -0.504 -3.371 -2.559
H 0.088 -3.571 4.746
H 0.049 -2.863 7.073
H -0.502 -0.529 7.690
H -0.917 1.128 5.895
H -3.269 0.853 4.757
H -5.413 2.048 4.618
H -5.872 3.567 2.726
H -4.174 3.887 0.956
H -2.023 2.696 1.080
H 1.843 0.709 3.793
H 3.569 2.377 4.372
H 3.006 4.787 4.402
H 0.705 5.516 3.880
H -1.017 3.862 3.292
H -2.030 -3.975 3.715
H -1.959 -6.309 2.968
H -0.595 -6.971 1.009
H 0.529 -5.223 -0.330
H 2.715 -3.685 0.879
H 4.996 -3.963 -0.010
H 5.597 -2.998 -2.209
H 3.904 -1.746 -3.510
H 1.626 -1.456 -2.624
H -2.287 -1.273 -0.587
H -3.976 -1.692 -2.348
H -3.438 -3.195 -4.236
H -1.219 -4.274 -4.365
H 0.464 -3.852 -2.629
Cl 2.383 4.444 0.105
C 1.180 3.300 -0.352
C 0.330 3.545 -1.415
C -0.588 2.562 -1.738
C -0.637 1.395 -0.999
N 0.173 1.176 0.056
C 1.075 2.126 0.368
H 0.395 4.471 -1.971
H -1.268 2.690 -2.568
H -1.323 0.601 -1.241
H 1.714 1.945 1.222
F 8.314 0.118 2.284
C 7.088 0.038 1.842
C 6.130 -0.539 2.691
C 4.852 -0.617 2.230
C 4.521 -0.123 0.927
C 3.238 -0.212 0.479
C 5.544 0.448 0.105
C 6.827 0.531 0.557
H 6.432 -0.898 3.665
H 4.070 -1.060 2.834
H 2.973 0.150 -0.508
H 2.419 -0.619 1.078
H 5.281 0.818 -0.879
H 7.634 0.954 -0.025
```

***

(6)
Below is one molecule with the formula C2H6N2OS2 in a non-equilibrium geometry, with properties calculated with ωB97M-V with the def2-TZVPD basis set.

Output
* total charge: 0
* LUMO level: 0.513 eV
* gap between HOMO and LUMO: 9.55 eV
* DFT total energy: -1060.85460 hartree
* SMILES string: O/N=C(/CS)NS
* 2S+1: 1

XYZ file:
```
13
C2H6N2OS2 ωB97M-V with the def2-TZVPD basis set
O 0.644 2.381 -0.059
N 1.251 1.100 0.113
C 0.305 0.248 0.330
C 0.668 -1.189 0.584
S 1.026 -2.175 -0.924
N -1.009 0.634 0.468
S -2.382 -0.241 -0.126
H 1.443 2.805 -0.490
H -0.065 -1.659 1.234
H 1.637 -1.126 1.091
H -0.298 -2.215 -1.243
H -1.097 1.643 0.481
H -2.125 -0.205 -1.460
```